The following is a quantum chemistry calculation of a structure of composition C64H56AsKN3O5S3Si in a non-equilibrium geometry, from OMol25.

Lowest unoccupied orbital energy = 1.502 eV
Net charge = -1
Relative energy (zero: lowest compared OMol25 entry of this formula, charge and spin) = 12.99 kcal/mol
Electronic energy = -7332.730627 a.u.
2S+1 = 1
Highest occupied orbital energy = -3.59 eV
Gap between HOMO and LUMO = 5.089 eV

Geometry (Å):
K -1.3017 -0.5456 -1.1250
C -6.9222 3.2258 4.3572
C -5.8085 2.9341 3.3816
C -5.7949 3.5050 2.1140
C -4.7646 3.2338 1.2165
C -3.7367 2.3970 1.6150
C -3.7340 1.7951 2.8668
C -4.7691 2.0698 3.7408
S -2.4191 2.0524 0.4730
O -1.9993 0.6368 0.7467
C -1.2162 3.1926 1.2042
C -1.4449 4.5435 0.8168
C -0.5961 5.5198 1.2124
C 0.5410 5.2051 1.9990
C 1.4687 6.2068 2.3890
C 2.5651 5.8881 3.1270
C 2.7951 4.5437 3.5160
C 1.9253 3.5619 3.1534
C 0.7705 3.8650 2.3811
C -0.1410 2.8349 1.9643
C 0.1683 1.4141 2.3611
C -0.1853 0.9468 3.6668
C -0.7945 1.7908 4.6374
C -1.1585 1.2958 5.8558
C -0.9464 -0.0696 6.1770
C -0.3575 -0.9020 5.2733
C 0.0468 -0.4098 4.0023
C 0.6569 -1.2686 3.0538
C 1.0141 -0.8048 1.8258
C 0.7776 0.5456 1.4962
S 1.1288 1.0882 -0.1902
O 1.0841 -0.1664 -1.0203
C 2.8463 1.4754 0.0605
C 3.2220 2.8039 0.1082
C 4.5638 3.1206 0.2995
C 5.5210 2.1219 0.4252
C 6.9712 2.4640 0.6573
C 5.1136 0.7847 0.3413
C 3.7844 0.4531 0.1585
H -7.7302 3.7839 3.8839
H -6.5544 3.8164 5.1996
H -7.3405 2.3035 4.7655
H -6.6072 4.1571 1.8133
H -4.7698 3.6606 0.2169
H -2.9417 1.1063 3.1392
H -4.7751 1.6009 4.7199
H -2.2928 4.7805 0.1806
H -0.7649 6.5485 0.9123
H 1.2875 7.2310 2.0833
H 3.2657 6.6615 3.4176
H 3.6722 4.2927 4.1003
H 2.1142 2.5353 3.4444
H -0.9794 2.8307 4.3951
H -1.6249 1.9503 6.5829
H -1.2551 -0.4555 7.1396
H -0.2064 -1.9535 5.5085
H 0.8071 -2.3106 3.3142
H 1.4315 -1.4682 1.0750
H 2.4771 3.5879 -0.0067
H 4.8646 4.1625 0.3415
H 7.1768 3.5078 0.4184
H 7.6281 1.8396 0.0489
H 7.2435 2.3016 1.7033
H 5.8545 -0.0047 0.4158
H 3.4724 -0.5821 0.0697
O -1.2194 -3.9450 6.7620
S -0.2603 -4.9872 7.0619
O -0.7293 -6.0167 7.9582
O 1.0914 -4.5148 7.3043
C -0.0494 -5.8512 5.4744
N 0.5041 -7.0736 5.4749
C 0.7260 -7.6057 4.2788
C 0.4246 -6.9641 3.0853
C -0.1536 -5.7188 3.2020
N -0.3922 -5.1691 4.3858
C -0.5096 -4.8341 2.0471
C -1.3898 -3.7903 2.2824
C -1.6178 -2.8768 1.2775
N -1.0281 -2.9273 0.0788
C -0.2308 -3.9731 -0.1692
C 0.0484 -4.9483 0.7787
H 1.1828 -8.5906 4.2669
H 0.6176 -7.4340 2.1293
H -1.8290 -3.6759 3.2672
H -2.2404 -2.0055 1.4729
H 0.2465 -4.0023 -1.1433
H 0.7576 -5.7319 0.5407
C 2.8218 -5.6915 -4.2239
C 3.2606 -4.6548 -3.4065
C 2.4883 -3.5112 -3.2639
C 1.2728 -3.3737 -3.9391
C 0.8391 -4.4174 -4.7498
C 1.6110 -5.5703 -4.8909
As 0.3138 -1.6680 -3.6163
C -1.2252 -1.9817 -4.7829
C -1.4613 -1.3378 -5.9929
C -2.6228 -1.6043 -6.7124
C -3.5566 -2.5145 -6.2311
C -3.3335 -3.1526 -5.0167
C -2.1776 -2.8799 -4.2966
C 1.4793 -0.5782 -4.7472
C 1.9852 0.5970 -4.2050
C 2.8497 1.4007 -4.9428
C 3.2126 1.0278 -6.2288
C 2.7177 -0.1546 -6.7737
C 1.8603 -0.9571 -6.0339
H 3.4202 -6.5873 -4.3368
H 4.2030 -4.7402 -2.8783
H 2.8369 -2.7085 -2.6225
H -0.1013 -4.3398 -5.2807
H 1.2610 -6.3739 -5.5283
H -0.7594 -0.6027 -6.3648
H -2.8003 -1.0882 -7.6483
H -4.4600 -2.7168 -6.7930
H -4.0618 -3.8518 -4.6253
H -2.0164 -3.3760 -3.3458
H 1.6894 0.8854 -3.2051
H 3.2258 2.3218 -4.5124
H 3.8791 1.6549 -6.8092
H 3.0050 -0.4539 -7.7758
H 1.4911 -1.8829 -6.4589
C -3.0777 3.1111 -3.2194
Si -1.5003 1.9929 -3.3723
C -0.2315 3.3315 -2.7209
C -1.1748 2.2094 -5.2551
H -2.9704 4.0392 -3.8063
H -3.2488 3.4010 -2.1710
H -3.9839 2.5953 -3.5649
H -0.3320 4.2821 -3.2731
H 0.8151 3.0042 -2.8266
H -0.3890 3.5556 -1.6563
H -1.1934 3.2735 -5.5380
H -1.9394 1.6887 -5.8477
H -0.1975 1.8005 -5.5477

Mulliken population analysis, charges in e, atoms 1 to 4: atom 1 (K): 0.68, atom 2 (C): -1.46, atom 3 (C): 1.07, atom 4 (C): -0.95

***

The following is a quantum chemistry calculation of a structure of composition C64H56Cl2F3N4O3P2STi in a non-equilibrium geometry, from OMol25.

Lowest unoccupied orbital energy = -7.569 eV
Net charge = +3
Relative energy (zero: lowest compared OMol25 entry of this formula, charge and spin) = 4.06 kcal/mol
Electronic energy = -6066.820796 a.u.
2S+1 = 1
Highest occupied orbital energy = -14.06 eV
Gap between HOMO and LUMO = 6.491 eV

Geometry (Å):
Ti -0.5833 -0.6023 0.5079
O 1.0702 -0.3186 1.3060
S 1.5062 1.1674 1.6680
C 1.4699 1.0412 3.4151
C 2.5151 0.4388 4.0861
C 2.5747 0.4005 5.4857
C 1.5857 1.0388 6.1907
C 1.4221 1.2838 7.6745
C 0.0649 2.0289 7.8090
C -0.4461 2.1500 6.3893
C -1.5875 2.6862 5.8744
C -1.8273 2.5521 4.4912
C -0.9465 1.9697 3.5896
P -1.5964 1.6079 1.8893
C -1.5086 3.2513 1.1049
C -2.4274 3.6413 0.1281
C -2.4022 4.9330 -0.3769
C -1.4391 5.8383 0.0583
C -0.5087 5.4529 1.0106
C -0.5512 4.1660 1.5396
C -3.3990 1.3859 2.1541
C -4.2544 2.4905 2.2354
C -5.5973 2.3230 2.5390
C -6.1125 1.0506 2.7667
C -5.2761 -0.0531 2.6783
C -3.9286 0.1135 2.3775
C 0.3229 1.5441 4.1004
C 0.4849 1.5816 5.4985
C 3.2558 1.2767 1.3393
C 3.8746 2.1653 2.2004
C 5.2554 2.3955 2.2044
C 6.0115 1.6990 1.3088
C 7.5090 1.6710 1.1141
C 7.7228 0.8243 -0.1644
C 6.3332 0.3824 -0.5641
C 5.9125 -0.3429 -1.6365
C 4.5336 -0.5495 -1.7859
C 3.5628 -0.1058 -0.9069
P 1.8512 -0.5369 -1.4461
C 2.1366 -2.3040 -1.9074
C 2.4102 -3.1592 -0.8337
C 2.6081 -4.5201 -1.0280
C 2.5368 -5.0550 -2.3121
C 2.2968 -4.2144 -3.3900
C 2.0991 -2.8437 -3.1922
C 1.6914 0.3491 -3.0290
C 0.6757 0.0027 -3.9246
C 0.5039 0.7002 -5.1119
C 1.3306 1.7781 -5.4113
C 2.3174 2.1571 -4.5117
C 2.4916 1.4541 -3.3235
C 3.9774 0.6448 0.2521
C 5.3757 0.8816 0.3437
H 3.3364 0.0145 3.5229
H 3.4117 -0.0882 5.9732
H 1.4315 0.3459 8.2320
H 2.2516 1.8758 8.0605
H -0.6397 1.4819 8.4351
H 0.1825 3.0123 8.2647
H -2.3353 3.1617 6.5007
H -2.7782 2.9136 4.1300
H -3.1869 2.9508 -0.2081
H -3.1389 5.2360 -1.1139
H -1.4215 6.8485 -0.3430
H 0.2366 6.1601 1.3623
H 0.1442 3.8924 2.3286
H -3.8813 3.4909 2.0631
H -6.2450 3.1922 2.5967
H -7.1622 0.9247 3.0182
H -5.6713 -1.0523 2.8432
H -3.3028 -0.7583 2.3241
H 3.2780 2.6956 2.9346
H 5.6901 3.0875 2.9196
H 7.9180 2.6783 1.0196
H 7.9933 1.2235 1.9844
H 8.1840 1.4083 -0.9597
H 8.3712 -0.0336 0.0093
H 6.6039 -0.7321 -2.3751
H 4.2131 -1.0827 -2.6735
H 2.5235 -2.7398 0.1605
H 2.8448 -5.1604 -0.1821
H 2.6992 -6.1165 -2.4730
H 2.2907 -4.6138 -4.4011
H 1.9514 -2.2063 -4.0535
H 0.0053 -0.8208 -3.6994
H -0.2739 0.4030 -5.8076
H 1.1966 2.3284 -6.3384
H 2.9621 3.0016 -4.7383
H 3.2607 1.7724 -2.6277
N -0.9548 -2.2317 -1.3929
C -2.0084 -3.1917 -0.9844
C -3.0453 -3.4003 -2.0965
C -4.3238 -4.2189 -1.8231
C -4.2031 -5.5760 -1.1496
N -3.3763 -6.4878 -1.9686
C -2.9326 -7.6660 -1.5511
N -3.1006 -8.0273 -0.2813
N -2.2815 -8.4754 -2.3900
C -2.5960 -2.6671 0.3151
O -3.2561 -3.3339 1.0620
O -2.1994 -1.4020 0.5592
H -1.3547 -1.5408 -2.0126
H -0.2051 -2.6965 -1.8873
H -1.5285 -4.1299 -0.7325
H -2.5112 -3.8352 -2.9466
H -3.3679 -2.4044 -2.4072
H -4.8362 -4.3660 -2.7797
H -4.9965 -3.6279 -1.1998
H -5.2051 -5.9930 -1.0434
H -3.7685 -5.4618 -0.1604
H -3.3692 -6.3305 -2.9614
H -3.7010 -7.5007 0.3303
H -2.7886 -8.9262 0.0407
H -2.1974 -8.2578 -3.3674
H -1.9951 -9.3960 -2.1048
Cl -0.8862 -1.2809 3.4067
C -0.7815 -3.0044 3.0259
Cl 0.1453 -3.1870 1.4952
H -1.7689 -3.3903 2.8757
H -0.2447 -3.5116 3.8109
F -0.6847 4.5535 -7.2681
C -1.3386 5.1383 -6.2429
F -2.5867 5.4022 -6.6496
F -0.7232 6.2980 -5.9728
C -1.3295 4.2242 -5.0435
C -2.3447 3.2924 -4.8819
C -2.2917 2.3970 -3.8241
C -1.2201 2.4368 -2.9284
C -0.2082 3.3859 -3.0980
C -0.2656 4.2781 -4.1562
C -1.1118 1.4791 -1.8593
C -0.9838 0.6702 -0.9506
H -3.1709 3.2642 -5.5835
H -3.0806 1.6630 -3.6911
H 0.6193 3.4120 -2.3981
H 0.5185 5.0156 -4.2969

Mulliken population analysis, charges in e, atoms 1 to 4: atom 1 (Ti): -1.00, atom 2 (O): 0.19, atom 3 (S): 1.75, atom 4 (C): 0.49

***

The following is a quantum chemistry calculation of a structure of composition C64H64AsCsN2O6S in a non-equilibrium geometry, from OMol25.

Lowest unoccupied orbital energy = 3.564 eV
Net charge = -2
Relative energy (zero: lowest compared OMol25 entry of this formula, charge and spin) = 48.63 kcal/mol
Electronic energy = -5692.296906 a.u.
2S+1 = 1
Highest occupied orbital energy = -2.35 eV
Gap between HOMO and LUMO = 5.913 eV

Geometry (Å):
Cs -0.1360 0.1642 -1.1624
C -1.5704 2.6585 -5.3786
C -2.5518 2.1173 -4.3674
C -2.7756 2.7683 -3.1649
C -3.5996 2.2217 -2.1765
C -3.7448 2.9303 -0.8497
C -4.1982 0.9955 -2.4211
C -3.9997 0.3157 -3.6289
C -4.5948 -1.0540 -3.8466
C -3.1950 0.8965 -4.5929
H -2.0204 2.7381 -6.3735
H -0.7033 1.9961 -5.4653
H -1.2165 3.6503 -5.0869
H -2.2758 3.7143 -2.9651
H -4.5768 2.5256 -0.2711
H -3.9094 4.0017 -0.9866
H -2.8328 2.8247 -0.2465
H -4.8126 0.5437 -1.6456
H -4.3669 -1.7164 -3.0064
H -4.1952 -1.5257 -4.7476
H -5.6843 -1.0117 -3.9412
H -2.9833 0.3450 -5.5076
O -0.8431 -0.3711 -3.3414
S 0.0221 -1.0647 -4.2726
O 0.5257 -0.2889 -5.3960
N 1.0816 -1.7982 -3.4415
C 1.9587 -2.7129 -3.9896
C 2.0316 -3.1091 -5.3130
C 2.9434 -4.1059 -5.7480
C 3.8128 -4.7094 -4.8941
C 3.8015 -4.3131 -3.5251
C 4.6949 -4.8686 -2.5801
C 4.6783 -4.4376 -1.2928
C 3.7477 -3.4326 -0.9288
N 2.8868 -2.9077 -1.7621
C 2.9022 -3.3302 -3.0648
C -1.0345 -2.3023 -4.9915
C -1.5980 -3.2403 -4.1296
C -2.4710 -4.1951 -4.6257
C -2.7914 -4.2054 -5.9803
C -2.2238 -3.2702 -6.8371
C -1.3324 -2.3157 -6.3478
H 1.3917 -2.6388 -6.0513
H 2.9412 -4.3853 -6.7965
H 4.5121 -5.4690 -5.2280
H 5.3926 -5.6331 -2.9071
H 5.3589 -4.8355 -0.5496
H 3.7393 -3.0487 0.0882
H -1.3494 -3.2093 -3.0726
H -2.9111 -4.9250 -3.9549
H -3.4831 -4.9461 -6.3640
H -2.4740 -3.2818 -7.8929
H -0.8717 -1.5769 -6.9938
C 2.1921 3.1961 5.0942
C 2.7986 2.5881 3.8506
C 4.3080 2.6330 3.8235
O 2.2718 3.2708 2.7358
C 1.7076 2.3430 1.7787
C 1.4696 1.0688 2.6273
O 2.3983 1.2399 3.7270
C 1.7043 -0.3198 1.9655
O 0.7482 -0.4953 1.0177
C 3.1510 -0.3416 1.3861
C 4.2745 -0.5903 2.1835
C 5.5616 -0.5644 1.6578
C 5.7618 -0.2714 0.3110
C 4.6584 -0.0221 -0.4941
C 3.3713 -0.0693 0.0359
C 1.5877 -1.4715 3.0128
C 1.2840 -1.3306 4.3613
C 1.0546 -2.4494 5.1722
C 1.1386 -3.7270 4.6456
C 1.4506 -3.8810 3.2902
C 1.6634 -2.7694 2.4935
C 0.4871 3.0301 1.0949
O -0.1536 2.1233 0.3194
C 0.9855 4.2150 0.2174
C 2.1346 4.9762 0.4287
C 2.4780 6.0137 -0.4415
C 1.6755 6.3171 -1.5324
C 0.5295 5.5550 -1.7576
C 0.2023 4.5142 -0.8992
C -0.4360 3.6050 2.2185
C -0.2932 4.8554 2.8201
C -1.1458 5.2698 3.8409
C -2.1608 4.4319 4.2904
C -2.3152 3.1799 3.6984
C -1.4655 2.7826 2.6710
H 2.4535 4.2564 5.1695
H 2.5559 2.6754 5.9851
H 1.1040 3.1137 5.0397
H 4.6512 3.6689 3.9052
H 4.6697 2.2031 2.8864
H 4.7245 2.0540 4.6552
H 2.4470 2.1452 0.9991
H 0.4471 1.0519 3.0116
H 4.1341 -0.8121 3.2366
H 6.4095 -0.7735 2.3009
H 6.7619 -0.2530 -0.1068
H 4.7903 0.1776 -1.5513
H 2.5288 0.0862 -0.6174
H 1.2138 -0.3416 4.7974
H 0.7849 -2.3066 6.2130
H 0.9441 -4.5925 5.2684
H 1.5028 -4.8718 2.8523
H 1.8341 -2.8796 1.4268
H 2.7767 4.7564 1.2748
H 3.3848 6.5800 -0.2591
H 1.9454 7.1210 -2.2079
H -0.1006 5.7601 -2.6172
H -0.6534 3.8730 -1.0810
H 0.5021 5.5164 2.4909
H -1.0111 6.2492 4.2885
H -2.8245 4.7525 5.0855
H -3.1023 2.5112 4.0341
H -1.5714 1.8232 2.1765
C -4.4202 -2.6432 0.5812
As -2.8866 -1.4872 0.3164
C -3.6909 0.1020 1.1219
C -1.7606 -2.2054 1.7720
C -2.3341 -2.0885 3.1520
C -3.0024 -3.1426 3.7730
C -3.5435 -2.9998 5.0492
C -3.4254 -1.7908 5.7265
C -2.7592 -0.7302 5.1175
C -2.2194 -0.8837 3.8484
H -4.7597 -2.5908 1.6181
H -4.1447 -3.6712 0.3418
H -5.2236 -2.3276 -0.0855
H -3.8338 -0.0066 2.1956
H -4.6619 0.2214 0.6400
H -3.0860 0.9822 0.9111
H -0.8086 -1.6653 1.6603
H -1.6035 -3.2468 1.4882
H -3.0876 -4.0890 3.2484
H -4.0530 -3.8373 5.5113
H -3.8429 -1.6762 6.7193
H -2.6452 0.2184 5.6306
H -1.6843 -0.0638 3.3779

Mulliken population analysis, charges in e, atoms 1 to 4: atom 1 (Cs): 2.33, atom 2 (C): -1.55, atom 3 (C): 0.89, atom 4 (C): -0.37